{
  "formula": "C23H22ClF24O3S",
  "method": "ωB97M-V with the def2-TZVPD basis set",
  "symbols": ["C", "C", "C", "C", "C", "C", "C", "C", "S", "Cl", "H", "H", "H", "H", "H", "H", "H", "H", "H", "H", "C", "C", "C", "F", "F", "F", "F", "O", "C", "C", "F", "F", "F", "F", "H", "H", "H", "H", "C", "C", "C", "F", "F", "F", "F", "O", "C", "C", "F", "F", "F", "F", "H", "H", "H", "H", "C", "C", "C", "F", "F", "F", "F", "O", "C", "C", "F", "F", "F", "F", "H", "H", "H", "H"],
  "xyz": [[8.89193, 3.22590, -0.02472], [7.51410, 2.41669, 0.01312], [7.43778, 1.02036, -0.64108], [6.12320, 0.17954, -0.62693], [4.88805, 0.80165, 0.06349], [4.95645, 2.19615, 0.73153], [6.28260, 3.04271, 0.70656], [6.33232, 4.51890, 1.36492], [5.00759, 5.50421, 0.44293], [5.91109, 6.63162, -1.03356], [9.73136, 2.44914, -0.06987], [9.00192, 3.74524, 1.00148], [8.96444, 4.00315, -0.85388], [8.36676, 0.61578, -1.15655], [6.09386, -0.83678, -1.13896], [3.89520, 0.25038, 0.08590], [4.05238, 2.65801, 1.25870], [6.14229, 4.50318, 2.48918], [7.31666, 5.06401, 1.11769], [4.18722, 4.60259, -0.25458], [-1.66438, 0.34219, 0.68905], [-0.88040, -0.86522, 1.24775], [-0.34155, -0.71997, 2.67361], [0.50979, 0.31509, 2.81380], [0.35335, -1.83087, 3.02904], [0.10816, -1.18829, 0.37813], [-1.74029, -1.92874, 1.24422], [-0.93959, 1.28055, -0.12822], [-0.17938, 2.26931, 0.52911], [1.33052, 2.09349, 0.32479], [1.76043, 0.86864, 0.69113], [2.02879, 2.98887, 1.07859], [-0.53925, 2.31893, 1.82621], [-0.56207, 3.45275, -0.00369], [-2.41093, -0.07337, 0.00640], [-2.24795, 0.84578, 1.45792], [-1.15604, -0.59322, 3.39067], [1.59833, 2.23929, -0.72604], [0.58081, -4.51693, -0.52561], [-0.62976, -4.20727, -1.43356], [-2.00230, -4.62517, -0.89741], [-2.09951, -5.94722, -0.66811], [-2.97085, -4.32634, -1.80099], [-0.40085, -4.72560, -2.66369], [-0.65677, -2.85040, -1.60151], [1.31912, -5.72366, -0.78334], [0.80936, -6.92931, -0.24955], [0.32345, -7.90452, -1.32971], [-0.59021, -7.34791, -2.15214], [-0.27026, -8.98569, -0.76830], [-0.13003, -6.64262, 0.67284], [1.83124, -7.49664, 0.43203], [1.30871, -3.72346, -0.71866], [0.33737, -4.41448, 0.53447], [-2.23856, -4.09847, 0.03005], [1.16116, -8.24673, -1.94474], [-8.23318, 2.16804, -0.44686], [-7.49614, 2.67823, -1.70479], [-6.70655, 1.63493, -2.50129], [-5.73755, 1.04020, -1.77840], [-6.08473, 2.22020, -3.55588], [-6.71398, 3.72911, -1.35881], [-8.45109, 3.18540, -2.53980], [-7.57249, 2.32017, 0.82225], [-6.61305, 1.34856, 1.17972], [-5.18633, 1.90944, 1.23291], [-4.82331, 2.50485, 0.07872], [-4.28454, 0.91488, 1.45360], [-6.73657, 0.28207, 0.36600], [-6.96296, 0.91265, 2.41161], [-9.12537, 2.79332, -0.34950], [-8.62064, 1.15531, -0.57862], [-7.36681, 0.85789, -2.89374], [-5.09157, 2.64953, 2.03299]],
  "forces_ev_per_angstrom": [[-0.563, -0.818, 1.148], [-2.050, -0.782, -0.117], [-3.179, 1.012, 1.463], [0.596, 4.099, 1.608], [2.673, 1.838, -0.014], [3.060, -0.752, -1.361], [-0.165, -3.573, -1.369], [0.858, -2.259, -1.591], [-0.189, 1.100, 0.235], [-0.558, -1.264, 0.967], [-1.092, 1.339, -0.200], [0.012, -0.707, -1.686], [-0.121, -1.193, 0.996], [-1.414, 0.606, 0.829], [-0.046, 1.621, 0.893], [1.606, 0.787, 0.017], [1.467, -1.096, -0.845], [-0.295, 0.421, -1.624], [-1.624, -0.811, 0.391], [1.343, 0.315, 0.287], [-0.471, 0.039, -0.408], [0.158, 0.350, -0.975], [0.099, -0.551, 0.755], [-0.001, 0.016, -0.131], [-0.182, -0.094, -0.303], [0.145, 0.074, 0.399], [0.003, 0.224, 0.422], [1.311, 0.248, 1.040], [-2.336, -0.690, -0.177], [0.443, -0.365, -0.456], [-0.241, 0.213, -0.074], [-0.428, 0.397, 0.085], [0.586, 0.340, -0.061], [0.650, -0.118, -0.112], [0.292, -0.030, -0.005], [0.486, -0.082, 0.049], [-0.147, 0.007, -0.135], [-0.226, 0.091, 0.038], [0.742, 0.232, 0.237], [0.737, -0.407, -0.471], [-0.860, 0.133, 0.028], [0.140, 0.053, -0.045], [0.273, 0.246, -0.111], [-0.239, -0.030, 0.201], [-0.262, -0.144, 0.284], [-1.267, -0.683, 0.023], [0.637, 1.632, 0.710], [-0.182, -0.625, -0.653], [0.259, 0.171, 0.163], [0.266, 0.238, 0.310], [-0.030, -0.510, -0.141], [-0.170, -0.236, -0.471], [-0.144, -0.151, -0.208], [-0.248, -0.165, -0.142], [0.191, 0.102, 0.010], [0.102, 0.119, 0.206], [-0.693, 0.106, 0.407], [0.017, 0.617, 0.712], [0.233, -0.188, -0.864], [-0.032, 0.065, 0.118], [-0.260, 0.221, 0.127], [0.115, -0.264, -0.130], [0.090, -0.496, -0.030], [1.319, -0.670, -0.538], [-2.135, 0.041, -0.395], [0.457, 0.641, 0.052], [-0.212, -0.096, 0.193], [-0.623, -0.193, 0.195], [0.555, -0.036, 0.269], [0.542, 0.302, -0.037], [0.286, 0.107, -0.032], [0.317, 0.008, -0.093], [-0.168, 0.063, 0.090], [-0.210, -0.154, 0.048]],
  "max_force_ha_per_bohr": 0.0864,
  "total_charge": 1,
  "e_tot_ha": -4370.0459,
  "homo_energy_ev": -12.1,
  "homo_lumo_gap_ev": 6.427,
  "lumo_energy_ev": -5.694
}

=====

{
  "formula": "C23H22ClF2Si",
  "method": "ωB97M-V with the def2-TZVPD basis set",
  "symbols": ["F", "C", "C", "C", "C", "C", "C", "C", "C", "C", "C", "C", "F", "C", "C", "C", "C", "H", "H", "H", "H", "H", "H", "H", "H", "H", "H", "H", "H", "Si", "C", "C", "C", "C", "C", "C", "Cl", "C", "C", "H", "H", "H", "H", "H", "H", "H", "H", "H", "H"],
  "xyz": [[4.23419, 4.36987, -0.50430], [3.59623, 3.61003, 0.44605], [3.69167, 3.95164, 1.79173], [3.05931, 3.12109, 2.73105], [2.36297, 1.98669, 2.31133], [2.28167, 1.68317, 0.94498], [1.50951, 0.44101, 0.53872], [1.37762, 0.13024, -0.92493], [1.15838, -1.12372, -1.37159], [1.21981, -1.47916, -2.77817], [1.80834, -0.60866, -3.73402], [1.80373, -0.98480, -5.07271], [2.41312, -0.15696, -5.98674], [1.24495, -2.17989, -5.52828], [0.66849, -3.03201, -4.57302], [0.65794, -2.69398, -3.22475], [2.91849, 2.48326, -0.00456], [4.25345, 4.83215, 2.07918], [3.12220, 3.36209, 3.79348], [1.88785, 1.32106, 3.04533], [1.83482, -0.44293, 1.10914], [1.41845, 1.00115, -1.59910], [0.90584, -1.92931, -0.65156], [2.26502, 0.33036, -3.42209], [1.28213, -2.44153, -6.58381], [0.24079, -3.98424, -4.88261], [0.22101, -3.34764, -2.46712], [2.89883, 2.21320, -1.05896], [0.51693, 0.62143, 0.89432], [-1.54624, 0.14858, 2.46164], [-1.01574, -0.95683, 3.84290], [-1.94913, 1.91063, 2.86033], [-2.74198, -0.64848, 1.30529], [-4.03301, -0.82187, 1.84725], [-5.03053, -1.44250, 1.08567], [-4.72508, -1.89109, -0.21291], [-5.96044, -2.64478, -1.13326], [-3.43777, -1.72988, -0.75869], [-2.44350, -1.09739, 0.00049], [-0.70695, -1.95451, 3.46195], [-0.19670, -0.47989, 4.42225], [-1.95527, -1.01363, 4.43382], [-2.08850, 2.52726, 1.94625], [-2.90513, 1.79394, 3.41123], [-1.15973, 2.34221, 3.51104], [-4.24311, -0.47045, 2.86330], [-6.02835, -1.57431, 1.49770], [-3.24760, -2.10242, -1.76461], [-1.43897, -0.94819, -0.39860]],
  "forces_ev_per_angstrom": [[-0.587, -0.546, 1.035], [0.528, 0.243, -0.518], [-0.263, -0.343, -0.289], [0.041, 0.019, -0.265], [0.102, 0.348, -0.170], [0.245, -0.278, 0.024], [0.714, -0.391, -0.221], [-0.064, -0.415, 0.149], [0.167, 0.918, 0.653], [-0.293, -0.181, -1.578], [-0.337, -0.584, 0.168], [0.343, 0.281, -0.313], [-0.616, -0.707, 0.849], [-0.050, 0.022, 0.628], [0.169, 0.132, -0.272], [0.295, 0.618, 0.354], [-0.190, -0.086, 0.469], [-0.074, -0.084, 0.016], [0.022, -0.055, -0.335], [0.215, 0.296, -0.273], [0.190, 0.264, -0.266], [0.097, -0.747, 0.205], [0.514, 0.431, -0.434], [-0.025, -0.310, -0.269], [0.005, 0.109, 0.266], [0.090, 0.252, -0.021], [0.076, 0.008, -0.362], [0.158, 0.325, 0.302], [-1.874, 0.320, 0.734], [-1.522, -0.147, 0.315], [1.069, 0.318, -0.503], [1.092, 0.042, -0.315], [0.426, -0.123, -0.662], [0.141, -0.124, -0.428], [0.548, 0.135, -0.067], [0.574, 0.432, 0.629], [0.006, -0.047, -0.084], [-0.154, 0.162, 0.421], [-0.637, -0.153, 0.277], [-0.334, 0.600, 0.445], [-0.615, -0.494, -0.055], [0.473, -0.119, -0.116], [-0.043, -0.374, 0.691], [0.321, 0.218, -0.183], [-0.689, -0.037, -0.288], [-0.185, -0.182, -0.347], [0.201, -0.010, -0.166], [0.043, 0.162, 0.264], [-0.315, -0.116, -0.095]],
  "max_force_ha_per_bohr": 0.0396,
  "total_charge": 1,
  "e_tot_ha": -1838.7583,
  "de_lowest_ev": 0.0000,
  "homo_energy_ev": -11.1,
  "homo_lumo_gap_ev": 5.574,
  "lumo_energy_ev": -5.519
}